Density functional theory data (ωB97M-V/def2-TZVPD) for a gas-phase ion, C9H7N2O3 (charge +1) in a non-equilibrium geometry.

Last column: Löwdin charge in e.
CARTESIAN COORDINATES (ANGSTROEM)
C 3.5899 -2.9528 -1.3216  -0.097
C 1.9352 -1.0141 -0.0185  0.069
C 1.4536 0.1056 -2.1890  0.047
C 0.6799 -0.5819 0.3864  0.054
C 0.2681 0.6074 -1.7535  0.093
C 2.3698 -0.6706 -1.3559  -0.353
C -0.1592 0.3157 -0.3621  -0.127
C 2.6529 -2.1743 -2.1315  -0.215
C -1.9867 0.5497 1.2065  0.011
N 4.4391 -3.3781 -0.6627  0.265
N 3.8015 -0.2153 -1.4125  0.054
O 2.0588 -2.2905 -3.1612  0.208
O 4.1784 0.6245 -2.1657  0.131
O -1.2995 0.8786 0.0218  0.010
H 2.4592 -1.7644 0.5666  0.138
H 1.6319 0.2042 -3.2293  0.134
H 0.4233 -0.8718 1.4421  0.140
H -0.4377 1.0253 -2.4040  0.121
H -2.2706 1.5632 1.6925  0.156
H -1.2433 0.1018 1.8400  0.075
H -2.8151 -0.0274 0.9868  0.088

Cartesian forces (eV/Å) of the 6 atoms listed first:
C 0.49 -0.45 -0.56
C -2.59 0.72 0.03
C -1.85 0.22 0.82
C 0.93 -0.52 2.18
C 0.95 -1.54 2.17
C -0.10 -0.55 -1.72

Output
* LUMO (alpha / beta): -6.477 / -6.476 eV
* charge: +1
* relative energy (zero: lowest compared OMol25 entry of this formula, charge and spin): 65.5 kcal per mole
* electronic energy: -18555.62830 eV
* frontier orbital gap (alpha / beta): 0.259 / 0.259 Eh


Density functional theory data (ωB97M-V/def2-TZVPD) for a molecular structure, C12H24BBrCl2KLiNO6PS2 in a non-equilibrium geometry.

Last column: Löwdin charge in e.
CARTESIAN COORDINATES (ANGSTROEM)
O -0.9202 -3.6223 2.0893  -0.379
P -0.1707 -2.0760 1.6386  0.331
O 0.6845 -2.3974 0.1391  -0.324
S 0.9987 -1.5973 3.1201  0.198
B -1.6208 -0.7988 1.3565  -0.585
C -2.9928 -1.7480 1.2340  -0.120
C -4.0743 -1.8936 2.5031  0.021
C -5.3025 -2.9392 2.1096  -0.054
C -5.4700 -3.7448 0.7067  -0.149
N -4.4831 -3.5437 -0.3918  -0.074
C -3.3512 -2.6218 -0.0924  -0.153
H -1.3744 -3.5319 2.9858  0.073
H 0.4125 -3.2975 -0.2242  -0.009
H -1.4434 -0.1692 0.3614  0.008
H -1.6703 -0.0920 2.3193  0.033
H -3.9554 -1.3490 3.5316  0.105
H -6.1195 -3.1444 2.9480  0.079
H -6.3645 -4.4855 0.5467  0.088
H -2.5547 -2.5083 -0.9774  0.000
Cl -0.4123 -4.4207 -4.4487  0.582
C 0.9609 -5.2166 -3.6404  -0.581
C 0.5194 -6.3894 -2.7796  -0.561
Cl -0.4031 -5.8637 -1.3489  0.508
H 1.4924 -4.4622 -3.0520  0.096
H 1.6324 -5.5675 -4.4296  0.101
H 1.3954 -6.9300 -2.4094  0.103
H -0.1010 -7.0927 -3.3435  0.083
C 0.3725 3.3272 -0.9332  -0.257
S -1.3913 3.0694 -1.2419  0.827
O -1.7042 1.6419 -0.9044  -0.572
C -1.2831 3.1911 -3.0437  -0.279
H 0.5513 3.2547 0.1421  0.038
H 0.9580 2.5631 -1.4499  0.061
H 0.6624 4.3213 -1.2811  0.059
H -0.5946 2.4353 -3.4287  0.052
H -0.9384 4.1896 -3.3219  0.052
H -2.2774 3.0224 -3.4637  0.045
C 3.0558 3.3125 2.0731  -0.056
O 3.9313 4.1822 1.3578  -0.018
C 3.9310 5.4641 1.8029  -0.570
O 3.2652 5.9018 2.7281  0.097
O 4.7997 6.1745 1.0402  -0.382
C 4.9036 7.5515 1.3971  -0.185
H 3.1369 2.3148 1.6329  0.095
H 3.3497 3.2492 3.1258  0.099
H 2.0178 3.6470 1.9790  0.081
H 5.2714 7.6577 2.4228  0.097
H 3.9393 8.0555 1.2760  0.091
H 5.6245 8.0220 0.7229  0.004
Li -2.3645 -7.2981 -1.0381  0.634
K -1.4645 -3.8001 -2.2141  0.548
Br 6.9355 6.0528 0.1682  0.020

Cartesian forces (eV/Å) of the 6 atoms listed first:
O 0.40 1.11 -0.23
P -0.28 -0.52 1.49
O -1.76 -2.13 0.60
S 0.19 -0.28 -0.77
B -1.30 -1.11 -0.59
C -3.97 -2.34 0.38

Output
* LUMO: -3.647 eV
* relative energy (zero: lowest compared OMol25 entry of this formula, charge and spin): 193.4 kcal per mole
* electronic energy: -169849.29178 eV
* frontier orbital gap: 0.032 Eh


Density functional theory data (ωB97M-V/def2-TZVPD) for a molecular structure, C6H11N3 in a non-equilibrium geometry.

Last column: Löwdin charge in e.
CARTESIAN COORDINATES (ANGSTROEM)
C -3.0829 0.4089 0.0254  -0.086
C -1.1528 -1.2034 0.0972  -0.183
C -0.1137 0.9982 0.2363  -0.266
C 0.4173 1.9893 -0.5287  0.020
C 1.1584 -0.8173 -0.7422  -0.229
C 2.6984 0.0155 0.8524  -0.176
H -2.2812 1.2889 -0.2464  0.088
H -3.8430 0.1098 -0.7807  0.084
H -3.6470 0.8125 0.9441  0.079
H -0.7854 -2.1750 0.0289  0.098
H -0.6010 1.3227 1.1353  0.116
H 0.2368 3.0917 -0.3213  0.087
H 1.1060 1.7126 -1.2584  0.034
H 1.1131 -1.6216 -1.4204  0.103
H 3.7290 -0.1394 1.0307  0.014
H 1.8789 -0.5132 1.7156  0.137
H 2.3405 1.2635 1.1778  0.137
N -2.3158 -0.9289 0.2873  0.021
N 0.0558 -0.3273 -0.0812  -0.064
N 2.4320 -0.6722 -0.4414  -0.011

Cartesian forces (eV/Å) of the 6 atoms listed first:
C 1.91 0.48 0.26
C 4.04 1.82 -0.82
C 1.43 3.33 -1.43
C -1.47 0.65 2.41
C 3.45 -0.28 1.24
C -4.38 1.32 2.16

Output
* LUMO: 0.797 eV
* relative energy (zero: lowest compared OMol25 entry of this formula, charge and spin): 119.2 kcal per mole
* electronic energy: -10865.65097 eV
* frontier orbital gap: 0.348 Eh


Density functional theory data (ωB97M-V/def2-TZVPD) for 3 unconnected molecules or ions with the total composition C4H16N2O2 in a non-equilibrium geometry.

Last column: Löwdin charge in e.
CARTESIAN COORDINATES (ANGSTROEM)
C -2.5467 -0.6044 0.4394  -0.096
N -1.5185 -1.7082 0.6172  -0.084
C -0.1814 -1.3892 -0.0002  -0.397
C -0.2597 -0.8297 -1.4212  -0.081
C 0.5323 -0.3854 0.8081  -0.244
N 2.0277 -0.4096 0.5929  -0.008
H -2.7197 -0.4622 -0.5756  0.024
H -3.5410 -0.8349 0.8474  0.080
H -2.1183 0.2992 0.9216  0.086
H -1.9596 -2.5772 0.2418  0.108
H 0.5154 -2.2838 -0.3260  0.160
H -1.2407 -0.7270 -1.9054  0.069
H 0.3422 -1.5096 -2.0797  0.084
H 0.1795 0.1675 -1.5557  0.065
H 0.4239 0.6390 0.5541  0.060
H 0.3439 -0.4090 1.8805  0.122
H 2.4567 -1.1454 0.0045  0.089
H 2.5489 -0.5281 1.4068  0.036
O -0.5229 3.0798 0.8907  -0.076
H 0.1853 3.3680 1.4708  0.030
H -0.1737 3.0091 -0.0321  0.050
O 2.3307 1.8854 -1.2539  -0.062
H 2.0802 1.0231 -0.9660  -0.046
H 2.8155 2.3329 -0.5599  0.032

Cartesian forces (eV/Å) of the 6 atoms listed first:
C 1.65 -0.66 1.78
N -0.75 -0.63 -0.32
C -0.95 -1.18 -1.96
C 0.43 0.03 -2.34
C 3.00 0.23 1.56
N 0.21 -0.87 -1.84

Output
* SMILES: CN[C@@H](C)CN.O.O
* LUMO: 0.772 eV
* relative energy (zero: lowest compared OMol25 entry of this formula, charge and spin): 46.6 kcal per mole
* electronic energy: -11480.95080 eV
* frontier orbital gap: 0.353 Eh